ORCA calculation (ωB97M-V/def2-TZVPD) on a molecular structure, C24H20Br2N5O2Pd.

```
! wB97M-V def2-TZVPD RIJCOSX def2/J DEFGRID3
* xyz 3 1
Pd 0.128 0.313 -0.363
Br -5.475 1.562 -2.988
C -3.755 1.019 -2.565
C -2.677 1.388 -3.353
C -1.410 1.013 -2.953
N -1.220 0.245 -1.879
C -2.264 -0.188 -1.145
C -3.547 0.215 -1.441
C -0.579 -1.931 -0.257
C 0.298 -2.287 0.760
C 1.369 -3.131 0.429
Br 2.591 -3.611 1.759
C 1.477 -3.618 -0.860
C 0.504 -3.233 -1.800
N -0.494 -2.425 -1.518
H -2.819 1.990 -4.238
H -0.527 1.343 -3.481
H -4.393 -0.098 -0.845
H 0.174 -1.969 1.786
H 2.275 -4.294 -1.132
H 0.556 -3.618 -2.812
C 2.797 2.137 4.344
C 3.043 2.229 2.973
C 2.160 1.670 2.079
C 0.998 1.035 2.569
C 0.754 0.939 3.962
C 1.659 1.486 4.832
N 0.126 0.509 1.646
N -1.012 0.138 2.085
C -1.968 -0.614 1.413
C -3.016 -0.937 2.257
C -3.967 -1.906 1.911
C -3.936 -2.611 0.690
C -3.010 -2.260 -0.229
C -1.962 -1.215 0.001
H 3.501 2.571 5.041
H 3.927 2.743 2.625
H 2.307 1.746 1.013
H -0.124 0.422 4.320
H 1.499 1.411 5.899
H -3.032 -0.477 3.235
H -4.733 -2.152 2.638
H -4.658 -3.387 0.476
H -2.944 -2.731 -1.204
N 4.010 2.016 -3.298
C 3.002 2.653 -2.385
C 2.144 1.528 -1.801
O 2.384 0.372 -2.124
O 1.219 1.934 -1.007
H 4.975 2.213 -3.029
H 3.899 2.303 -4.271
H 3.836 0.994 -3.225
H 2.391 3.359 -2.943
H 3.515 3.196 -1.595
*
```

Calculated values
energy relative to the best compared isomer or geometry (same formula, charge and spin) = 67.4 kcal/mol
Kohn-Sham gap (spin up / spin down) = 5.681 / 5.682 eV

***

ORCA calculation (ωB97M-V/def2-TZVPD) on a molecular structure, C24H20BrIO5Pt at a distorted geometry.

```
! wB97M-V def2-TZVPD RIJCOSX def2/J DEFGRID3
* xyz 0 1
Pt 0.987 -1.434 0.387
O 1.946 -2.036 4.353
C 1.329 -2.056 3.188
O 1.380 -1.093 2.438
C 0.512 -3.330 2.980
O 0.390 -3.712 1.645
C 1.436 -4.556 1.134
C 2.781 -3.868 0.911
O 3.792 -4.512 1.137
O 2.721 -2.656 0.541
H 2.423 -1.191 4.436
H -0.495 -3.089 3.333
H 0.923 -4.130 3.601
H 1.056 -4.923 0.178
H 1.615 -5.411 1.790
C -3.348 3.966 -1.526
C -2.349 3.641 -2.433
C -1.460 2.617 -2.145
C -1.536 1.901 -0.949
C -2.548 2.237 -0.048
C -3.441 3.257 -0.336
C -0.566 0.803 -0.747
C -0.248 0.134 0.364
C -0.701 0.508 1.727
C -1.520 -0.339 2.473
C -1.931 0.016 3.749
C -1.506 1.213 4.311
C -0.676 2.055 3.583
C -0.282 1.707 2.298
H -4.060 4.748 -1.754
H -2.261 4.187 -3.363
H -0.687 2.360 -2.862
H -2.656 1.682 0.875
H -4.218 3.500 0.378
H -0.071 0.518 -1.665
H -1.852 -1.272 2.029
H -2.589 -0.639 4.307
H -1.828 1.494 5.305
H -0.335 2.987 4.017
H 0.347 2.369 1.716
Br -0.317 -2.008 -5.477
C 0.841 -0.689 -4.783
C 1.288 0.313 -5.633
C 2.124 1.308 -5.153
C 2.531 1.300 -3.827
C 2.104 0.292 -2.979
C 1.250 -0.693 -3.459
I 0.641 -2.198 -2.153
H 0.978 0.303 -6.669
H 2.462 2.087 -5.823
H 3.185 2.073 -3.448
H 2.438 0.261 -1.950
*
```

Calculated values
energy relative to the best compared isomer or geometry (same formula, charge and spin) = 0.0 kcal/mol
Kohn-Sham gap = 7.481 eV

***

ORCA calculation (ωB97M-V/def2-TZVPD) on a molecular structure, C24H20BrN4O2PdS.

```
! wB97M-V def2-TZVPD RIJCOSX def2/J DEFGRID3
* xyz 1 3
Pd -0.264 -0.257 0.042
C -3.122 -5.132 -6.311
C -2.690 -4.342 -5.109
C -3.185 -3.057 -4.885
C -2.775 -2.312 -3.796
C -1.854 -2.871 -2.917
C -1.347 -4.148 -3.107
C -1.773 -4.876 -4.206
S -1.277 -1.925 -1.579
O -2.369 -1.141 -1.012
O -0.593 -2.802 -0.636
N -0.228 -0.798 -2.091
C 1.148 -1.111 -2.021
C 1.849 -1.882 -2.935
C 3.199 -2.080 -2.711
C 3.808 -1.514 -1.595
C 3.037 -0.768 -0.728
N 1.734 -0.567 -0.945
H -4.094 -4.802 -6.674
H -3.181 -6.196 -6.085
H -2.404 -5.008 -7.124
H -3.909 -2.639 -5.573
H -3.169 -1.321 -3.615
H -0.648 -4.566 -2.395
H -1.396 -5.879 -4.358
H 1.338 -2.305 -3.788
H 3.779 -2.677 -3.401
H 4.862 -1.650 -1.401
H 3.455 -0.311 0.159
Br 1.376 -3.657 6.471
C 0.830 -2.426 5.159
C 1.065 -2.701 3.821
C 0.653 -1.792 2.860
C 0.029 -0.612 3.233
C -0.222 -0.354 4.579
C 0.179 -1.260 5.543
N -0.351 0.275 2.186
C -0.649 1.494 2.386
C -1.032 2.344 1.244
C -1.660 3.563 1.411
C -2.046 4.268 0.278
C -1.786 3.738 -0.971
C -1.140 2.512 -1.059
N -0.765 1.846 0.027
H 1.554 -3.620 3.532
H 0.815 -2.014 1.811
H -0.757 0.533 4.890
H -0.021 -1.069 6.587
H -0.623 1.947 3.375
H -1.853 3.944 2.404
H -2.550 5.220 0.376
H -2.076 4.258 -1.872
H -0.907 2.043 -2.007
*
```

Calculated values
energy relative to the best compared isomer or geometry (same formula, charge and spin) = 0.0 kcal/mol
Kohn-Sham gap (spin up / spin down) = 7.422 / 7.090 eV

***

ORCA calculation (ωB97M-V/def2-TZVPD) on C24H20ClN3OS in the gas phase at a distorted geometry.

```
! wB97M-V def2-TZVPD RIJCOSX def2/J DEFGRID3
* xyz 0 1
C -2.933 -3.839 0.781
C -1.720 -2.964 0.837
C -1.224 -2.491 2.046
C -0.122 -1.654 2.085
C 0.513 -1.269 0.907
C 1.669 -0.367 0.890
N 2.707 -0.688 0.083
C 3.666 0.172 0.112
C 4.890 0.061 -0.639
C 5.890 1.033 -0.585
C 7.037 0.854 -1.335
C 7.145 -0.289 -2.114
N 6.204 -1.218 -2.174
C 5.112 -1.052 -1.461
S 3.344 1.536 1.180
C 1.822 0.817 1.578
C 0.863 1.563 2.444
C -0.202 2.218 1.550
O -0.142 3.376 1.215
N -1.170 1.336 1.187
C -2.242 1.522 0.310
C -2.548 2.741 -0.284
C -3.630 2.830 -1.141
C -4.434 1.736 -1.437
C -5.600 1.842 -2.368
C -4.105 0.528 -0.828
Cl -5.054 -0.883 -1.149
C -3.034 0.411 0.035
C 0.038 -1.770 -0.305
C -1.063 -2.600 -0.335
H -3.292 -4.077 1.779
H -2.708 -4.767 0.259
H -3.732 -3.339 0.234
H -1.703 -2.781 2.970
H 0.264 -1.328 3.041
H 5.760 1.909 0.036
H 7.830 1.585 -1.317
H 8.023 -0.474 -2.719
H 4.362 -1.828 -1.528
H 0.384 0.909 3.174
H 1.392 2.359 2.969
H -1.067 0.381 1.513
H -1.941 3.605 -0.077
H -3.858 3.781 -1.597
H -5.703 2.856 -2.742
H -6.520 1.560 -1.856
H -5.473 1.165 -3.212
H -2.810 -0.543 0.488
H 0.544 -1.494 -1.217
H -1.428 -2.971 -1.282
*
```

Calculated values
energy relative to the best compared isomer or geometry (same formula, charge and spin) = 0.0 kcal/mol
Kohn-Sham gap = 8.200 eV

***

ORCA calculation (ωB97M-V/def2-TZVPD) on a molecular structure, C24H20CoN2S3 at a distorted geometry.

```
! wB97M-V def2-TZVPD RIJCOSX def2/J DEFGRID3
* xyz 1 5
Co 2.096 -0.468 -1.261
C -3.396 1.309 -3.250
C -3.741 1.085 -1.771
C -3.929 -0.415 -1.506
C -5.057 1.798 -1.467
C -2.596 1.591 -0.915
C -2.775 2.567 0.078
C -1.731 3.031 0.853
C -0.467 2.510 0.636
S 1.034 2.868 1.441
C 1.821 1.690 0.445
N 1.035 1.094 -0.435
C -0.261 1.522 -0.348
C -1.327 1.069 -1.115
C 3.208 1.323 0.566
C 4.075 1.894 1.501
C 5.379 1.451 1.575
C 5.846 0.485 0.693
C 4.997 -0.070 -0.254
C 3.670 0.319 -0.317
H -4.224 0.986 -3.873
H -2.513 0.752 -3.547
H -3.214 2.364 -3.440
H -4.759 -0.789 -2.099
H -4.152 -0.585 -0.456
H -3.040 -0.982 -1.766
H -5.835 1.401 -2.112
H -4.977 2.865 -1.654
H -5.362 1.633 -0.437
H -3.756 2.978 0.247
H -1.896 3.780 1.609
H -1.132 0.312 -1.861
H 3.713 2.671 2.158
H 6.051 1.865 2.310
H 6.875 0.159 0.732
H 5.393 -0.797 -0.950
S 2.730 -2.376 -2.552
C 2.253 -2.962 -1.027
N 1.619 -2.083 -0.253
C 1.198 -2.623 0.920
C 0.425 -1.972 1.882
C 0.017 -2.681 2.987
C 0.405 -4.011 3.162
C 1.191 -4.666 2.231
C 1.567 -3.977 1.089
S 2.441 -4.540 -0.322
H 0.146 -0.943 1.724
H -0.613 -2.206 3.725
H 0.076 -4.536 4.042
H 1.495 -5.689 2.384
*
```

Calculated values
Kohn-Sham gap (spin up / spin down) = 7.610 / 4.209 eV

***

ORCA calculation (ωB97M-V/def2-TZVPD) on a molecular structure, C24H20InN4O17S2V at a distorted geometry.

```
! wB97M-V def2-TZVPD RIJCOSX def2/J DEFGRID3
* xyz 0 3
In -2.089 2.692 2.971
O 0.753 2.048 -2.035
V -0.611 1.952 -1.113
S -1.807 4.180 -0.340
O -0.724 3.480 0.327
O -1.620 5.642 -0.324
O -1.598 3.626 -1.648
O -2.983 3.651 0.309
S -0.205 0.251 1.019
O -1.410 0.935 0.465
O 0.671 0.759 -0.003
O 0.032 0.843 2.356
O -0.348 -1.168 0.931
C 5.056 2.796 1.140
C 3.764 2.452 0.752
C 2.610 3.032 1.445
C 2.787 4.024 2.341
C 4.058 4.401 2.670
C 5.183 3.789 2.113
N 1.646 4.764 2.951
O 0.529 4.366 2.820
O 1.876 5.750 3.639
H 5.864 2.235 0.693
H 3.670 1.537 0.185
H 1.581 2.741 1.291
H 4.132 5.222 3.368
H 6.187 4.079 2.385
C -5.539 2.653 -5.825
C -5.854 1.305 -5.552
C -5.021 0.581 -4.591
C -3.806 1.122 -4.100
C -3.541 2.515 -4.323
C -4.424 3.184 -5.147
N -3.056 0.366 -3.187
O -2.215 0.946 -2.423
O -3.140 -0.812 -3.235
H -6.184 3.103 -6.566
H -6.558 0.707 -6.112
H -5.211 -0.463 -4.390
H -2.900 3.206 -3.795
H -4.178 4.230 -5.258
C 4.691 -0.478 2.334
C 3.406 -0.888 1.824
C 2.897 -2.140 1.989
C 3.685 -3.147 2.593
C 4.865 -2.690 3.251
C 5.388 -1.416 3.136
N 3.196 -4.590 2.742
O 2.510 -5.124 1.867
O 3.703 -5.322 3.620
H 5.075 0.498 2.076
H 2.961 -0.170 1.149
H 1.904 -2.227 1.573
H 5.376 -3.492 3.764
H 6.389 -1.186 3.469
C -3.311 -4.213 -1.496
C -3.172 -5.524 -1.396
C -2.466 -6.192 -0.449
C -1.765 -5.425 0.477
C -1.797 -4.025 0.408
C -2.632 -3.455 -0.583
N -1.048 -6.027 1.658
O -1.028 -5.331 2.653
O -0.557 -7.176 1.611
H -3.801 -3.647 -2.275
H -3.491 -6.211 -2.166
H -2.440 -7.261 -0.595
H -1.340 -3.482 1.222
H -2.570 -2.380 -0.664
*
```

Calculated values
energy relative to the best compared isomer or geometry (same formula, charge and spin) = 35.0 kcal/mol
Kohn-Sham gap (spin up / spin down) = 7.287 / 3.332 eV

***

ORCA calculation (ωB97M-V/def2-TZVPD) on 2 unconnected molecules or ions with the total composition C24H20N2O2 at a distorted geometry.

```
! wB97M-V def2-TZVPD RIJCOSX def2/J DEFGRID3
* xyz 0 1
O 1.547 -2.087 2.900
C 0.532 -2.743 2.766
C -0.838 -2.234 2.743
N -1.840 -3.127 2.974
C -2.988 -2.428 2.842
C -2.653 -1.084 2.515
N -1.290 -0.966 2.463
H 0.442 -3.846 2.641
H -3.961 -2.880 2.952
H -3.347 -0.278 2.314
C -3.838 5.301 1.110
C -2.717 4.316 1.211
C -1.763 4.416 2.236
C -0.774 3.461 2.373
C -0.647 2.389 1.430
C 0.365 1.425 1.632
C 0.755 0.402 0.723
C -0.181 -0.392 0.006
C 0.218 -1.538 -0.659
C 1.579 -1.843 -0.748
O 1.963 -3.006 -1.420
C 2.377 -2.839 -2.752
C 3.746 -2.924 -3.002
C 4.216 -2.581 -4.268
C 3.316 -2.210 -5.275
C 1.941 -2.161 -5.011
C 1.453 -2.478 -3.739
C 2.547 -0.989 -0.208
C 2.137 0.086 0.556
C -1.530 2.400 0.310
C -2.571 3.310 0.248
H -4.581 4.941 0.397
H -4.344 5.460 2.066
H -3.465 6.270 0.763
H -1.818 5.255 2.934
H -0.043 3.516 3.179
H 0.979 1.547 2.524
H -1.237 -0.145 0.007
H -0.503 -2.203 -1.131
H 4.407 -3.194 -2.179
H 5.290 -2.603 -4.445
H 3.693 -1.952 -6.261
H 1.244 -1.861 -5.793
H 0.390 -2.419 -3.506
H 3.608 -1.196 -0.372
H 2.865 0.742 1.039
H -1.384 1.708 -0.516
H -3.295 3.261 -0.569
*
```

Calculated values
energy relative to the best compared isomer or geometry (same formula, charge and spin) = 106.0 kcal/mol
Kohn-Sham gap = 4.011 eV

***

ORCA calculation (ωB97M-V/def2-TZVPD) on a molecular structure, C24H20N7O3ReS.

```
! wB97M-V def2-TZVPD RIJCOSX def2/J DEFGRID3
* xyz 3 2
Re -0.405 -0.004 -0.362
C -2.149 -0.407 3.663
C -1.709 0.735 4.314
C -0.887 1.623 3.636
C -0.518 1.343 2.334
N -0.932 0.213 1.709
C -1.748 -0.627 2.361
C 0.343 2.213 1.520
C 0.817 3.463 1.870
C 1.630 4.138 0.968
C 1.979 3.547 -0.238
C 1.476 2.293 -0.533
N 0.656 1.672 0.332
C 1.809 1.474 -1.713
C 2.675 1.892 -2.699
C 3.025 1.016 -3.721
C 2.514 -0.269 -3.700
C 1.641 -0.627 -2.691
N 1.266 0.222 -1.719
H -2.811 -1.111 4.147
H -2.011 0.941 5.333
H -0.543 2.527 4.117
H -2.108 -1.477 1.802
H 0.557 3.915 2.816
H 2.003 5.124 1.213
H 2.635 4.062 -0.925
H 3.086 2.890 -2.675
H 3.698 1.334 -4.506
H 2.774 -0.995 -4.458
H 1.218 -1.620 -2.657
C -3.698 -3.765 -1.354
N -2.601 -3.754 -0.373
C -2.540 -4.528 0.773
C -1.391 -4.229 1.407
N -0.750 -3.256 0.640
C -1.517 -2.988 -0.446
S -1.121 -1.874 -1.689
C 0.575 -2.801 0.858
C 1.488 -3.712 1.357
C 2.772 -3.293 1.656
C 3.102 -1.966 1.432
C 2.150 -1.130 0.896
N 0.889 -1.515 0.601
H -4.379 -4.568 -1.090
H -3.298 -3.946 -2.348
H -4.223 -2.813 -1.327
H -3.323 -5.220 1.035
H -0.983 -4.595 2.333
H 1.196 -4.745 1.488
H 3.499 -3.993 2.046
H 4.089 -1.583 1.651
H 2.395 -0.099 0.686
O -2.511 0.253 -0.270
N -2.549 1.067 -1.284
O -3.510 1.530 -1.744
O -1.324 1.348 -1.640
*
```

Calculated values
energy relative to the best compared isomer or geometry (same formula, charge and spin) = 0.0 kcal/mol
Kohn-Sham gap (spin up / spin down) = 7.579 / 6.792 eV

***

ORCA calculation (ωB97M-V/def2-TZVPD) on a molecular structure, C24H21BClCsN10O6.

```
! wB97M-V def2-TZVPD RIJCOSX def2/J DEFGRID3
* xyz -1 2
Cs 1.463 0.698 -0.159
C -1.641 -1.112 3.708
C -0.706 -0.135 3.335
N 0.190 -0.621 2.492
N -0.135 -1.926 2.313
C -1.245 -2.236 3.020
B 0.640 -2.808 1.301
N -0.130 -2.929 -0.044
C -0.923 -3.966 -0.391
C -1.513 -3.669 -1.598
C -1.010 -2.397 -1.911
N -0.193 -1.949 -0.968
N 2.039 -2.203 1.096
C 2.825 -1.687 2.069
C 4.061 -1.428 1.532
C 3.943 -1.851 0.194
N 2.730 -2.320 -0.065
N 0.834 -4.260 1.812
C 1.843 -5.076 1.436
C 1.590 -6.328 1.946
C 0.385 -6.170 2.650
N -0.077 -4.934 2.545
H -2.482 -1.014 4.373
H -0.643 0.899 3.638
H -1.637 -3.237 2.998
H -1.001 -4.833 0.244
H -2.189 -4.281 -2.170
H -1.189 -1.807 -2.797
H 2.441 -1.529 3.061
H 4.911 -0.992 2.028
H 4.688 -1.835 -0.586
H 2.651 -4.707 0.825
H 2.196 -7.212 1.842
H -0.171 -6.902 3.217
O 2.819 7.638 1.627
C 2.574 6.488 1.387
C 3.580 5.332 1.409
O 4.749 5.413 1.673
C 2.814 4.083 1.017
C 1.446 4.466 0.801
O 0.533 3.646 0.341
C 1.224 5.892 0.987
O 0.204 6.533 0.839
O 3.311 2.968 0.872
C -4.383 2.432 -5.166
C -3.230 2.228 -4.225
C -3.099 1.080 -3.462
C -2.014 0.943 -2.606
N -1.066 1.866 -2.461
C -1.196 2.970 -3.200
C -2.239 3.194 -4.080
H -5.109 1.624 -5.083
H -4.038 2.472 -6.201
H -4.894 3.373 -4.957
H -3.834 0.286 -3.513
H -1.912 0.056 -2.000
H -0.435 3.731 -3.074
H -2.279 4.122 -4.637
Cl -2.762 0.221 0.601
C -2.296 1.811 0.960
H -2.514 2.164 1.953
H -1.680 2.327 0.241
O 1.883 3.295 -1.780
N 1.299 4.102 -1.248
*
```

Calculated values
energy relative to the best compared isomer or geometry (same formula, charge and spin) = 70.0 kcal/mol
Kohn-Sham gap (spin up / spin down) = 6.702 / 6.711 eV

***

Please write out number 7 again, unchanged.
ORCA calculation (ωB97M-V/def2-TZVPD) on 2 unconnected molecules or ions with the total composition C24H20N2O2 at a distorted geometry.

```
! wB97M-V def2-TZVPD RIJCOSX def2/J DEFGRID3
* xyz 0 1
O 1.547 -2.087 2.900
C 0.532 -2.743 2.766
C -0.838 -2.234 2.743
N -1.840 -3.127 2.974
C -2.988 -2.428 2.842
C -2.653 -1.084 2.515
N -1.290 -0.966 2.463
H 0.442 -3.846 2.641
H -3.961 -2.880 2.952
H -3.347 -0.278 2.314
C -3.838 5.301 1.110
C -2.717 4.316 1.211
C -1.763 4.416 2.236
C -0.774 3.461 2.373
C -0.647 2.389 1.430
C 0.365 1.425 1.632
C 0.755 0.402 0.723
C -0.181 -0.392 0.006
C 0.218 -1.538 -0.659
C 1.579 -1.843 -0.748
O 1.963 -3.006 -1.420
C 2.377 -2.839 -2.752
C 3.746 -2.924 -3.002
C 4.216 -2.581 -4.268
C 3.316 -2.210 -5.275
C 1.941 -2.161 -5.011
C 1.453 -2.478 -3.739
C 2.547 -0.989 -0.208
C 2.137 0.086 0.556
C -1.530 2.400 0.310
C -2.571 3.310 0.248
H -4.581 4.941 0.397
H -4.344 5.460 2.066
H -3.465 6.270 0.763
H -1.818 5.255 2.934
H -0.043 3.516 3.179
H 0.979 1.547 2.524
H -1.237 -0.145 0.007
H -0.503 -2.203 -1.131
H 4.407 -3.194 -2.179
H 5.290 -2.603 -4.445
H 3.693 -1.952 -6.261
H 1.244 -1.861 -5.793
H 0.390 -2.419 -3.506
H 3.608 -1.196 -0.372
H 2.865 0.742 1.039
H -1.384 1.708 -0.516
H -3.295 3.261 -0.569
*
```

Calculated values
energy relative to the best compared isomer or geometry (same formula, charge and spin) = 106.0 kcal/mol
Kohn-Sham gap = 4.011 eV